Entry 1:
Below is a molecular structure, C6H4O3, with properties calculated with ωB97M-V/def2-TZVPD.

Structure (XYZ):
```
13
Properties=species:S:1:pos:R:3:nbo_charge:R:1
C -0.8116 0.0051 0.9367 0.474
C -0.3328 -1.3078 1.3056 -0.216
C 0.4598 -1.8052 0.3383 -0.237
C 1.0894 -0.7718 -0.5527 0.528
C 0.0943 0.4962 -0.2765 0.036
C 0.2787 1.9318 -0.0402 -0.164
H -1.1470 -2.0016 1.9085 0.258
H 0.9735 -2.8170 0.6465 0.244
H 1.1434 2.9091 -0.4771 0.246
H -0.7093 2.3013 0.5727 0.237
O -1.9723 0.5008 1.1221 -0.510
O 1.7543 -0.6881 -1.5407 -0.449
O -0.3980 1.2271 -1.1961 -0.450
```

Summary:
**Spin multiplicity**: 1
**Gap between HOMO and LUMO**: 7.77 eV
**E_HOMO**: -0.3409 Ha
**Energy relative to the best compared isomer or geometry (same formula, charge and spin)**: 106.0 kcal per mole


Entry 2:
Below is 2 unconnected molecules or ions with the total composition C5H14NO, with properties calculated with ωB97M-V/def2-TZVPD.

Structure (XYZ):
```
21
Properties=species:S:1:pos:R:3:nbo_charge:R:1
C -1.3233 -1.6240 -1.0461 -0.631
C -0.3780 -0.5758 -0.4736 -0.034
C -0.9355 0.4599 0.4820 -0.488
C -1.2680 1.7998 -0.1217 -0.163
C -0.3930 2.4532 -0.9060 -0.387
N 0.9352 -1.1990 -0.0276 -0.690
H -2.2719 -1.1609 -1.3058 0.263
H -1.6486 -2.2734 -0.2162 0.215
H -0.7994 -2.2799 -1.7331 0.228
H -0.0394 -0.0534 -1.3718 0.218
H -1.7323 0.0203 1.0789 0.242
H -0.1640 0.6514 1.2498 0.228
H -2.2015 2.2724 0.1667 0.227
H -0.6637 2.9018 -1.8518 0.236
H 0.6529 2.1505 -0.8137 0.165
H 1.4999 -0.5037 0.4907 0.474
H 0.8572 -1.9830 0.6245 0.431
H 1.4237 -1.4819 -0.8741 0.439
H 2.9107 0.8702 2.0332 0.496
H 2.7971 -0.3765 2.7669 0.497
O 2.7421 -0.0682 1.8488 -0.966
```

Summary:
**Spin multiplicity**: 1
**Gap between HOMO and LUMO**: 9.47 eV
**E_HOMO**: -0.4668 Ha
**Energy relative to the best compared isomer or geometry (same formula, charge and spin)**: 50.4 kcal per mole
**Net charge**: +1


Entry 3:
Below is 2 unconnected molecules or ions with the total composition C25H26F4NO2, with properties calculated with ωB97M-V/def2-TZVPD.

Structure (XYZ):
```
58
Properties=species:S:1:pos:R:3:nbo_charge:R:1
F -4.0858 2.6279 -3.3652 -0.299
C -3.8024 1.2777 -3.3505 0.398
C -4.8773 0.3905 -3.3896 -0.203
C -4.5479 -0.9684 -3.3786 0.388
F -5.5727 -1.8874 -3.4150 -0.297
C -3.2489 -1.4271 -3.3327 -0.155
C -2.1526 -0.5082 -3.2873 -0.143
C -0.8610 -1.0874 -3.2451 0.168
C 0.4262 -0.5011 -3.2924 -0.143
C 1.5261 -1.4158 -3.3498 -0.162
C 2.8233 -0.9508 -3.3939 0.396
F 3.8503 -1.8671 -3.4309 -0.297
C 3.1464 0.4083 -3.3939 -0.201
C 2.0681 1.2913 -3.3488 0.408
F 2.3455 2.6417 -3.3645 -0.298
C 0.7397 0.8915 -3.2922 -0.165
C -2.4720 0.8833 -3.2984 -0.165
H -5.9056 0.7308 -3.4264 0.281
H -3.0241 -2.4926 -3.3292 0.249
H -0.8590 -2.1816 -3.2503 0.232
H 1.3080 -2.4839 -3.3663 0.252
H 4.1734 0.7529 -3.4305 0.281
H -0.0414 1.6396 -3.2461 0.235
H -1.6951 1.6358 -3.2659 0.237
C -3.0251 2.3861 1.8374 -0.262
O -1.9622 2.0350 2.7371 -0.501
C -0.8190 1.7089 2.1044 0.807
O -0.7082 1.7189 0.8921 -0.626
C 0.2766 1.3918 3.0976 -0.121
C 0.8510 2.6917 3.7011 -0.394
C 2.3618 2.4990 3.7649 -0.412
C 2.6267 1.0735 3.2627 -0.202
N 1.4108 0.6924 2.5373 -0.475
C 1.2720 -0.6285 2.0918 0.205
C 0.7793 -0.9357 0.8524 -0.235
C 0.5853 -2.3197 0.3421 -0.417
C 1.2800 -3.4096 1.1750 -0.396
C 1.1474 -3.1214 2.6651 -0.393
C 1.7246 -1.7539 3.0327 -0.453
H -3.8236 2.7312 2.4902 0.204
H -2.7085 3.1773 1.1503 0.197
H -3.3496 1.5120 1.2628 0.183
H -0.1949 0.7875 3.8981 0.193
H 0.5970 3.5660 3.0846 0.218
H 0.3976 2.8116 4.6894 0.225
H 2.8682 3.2224 3.1163 0.215
H 2.7352 2.6212 4.7862 0.221
H 3.5279 1.0027 2.6365 0.204
H 2.7815 0.4174 4.1386 0.170
H 0.4847 -0.1361 0.1728 0.219
H -0.4948 -2.5433 0.3157 0.197
H 0.9171 -2.3743 -0.7024 0.182
H 0.8516 -4.3905 0.9404 0.210
H 2.3410 -3.4433 0.9024 0.198
H 0.0862 -3.1444 2.9372 0.197
H 1.6477 -3.9054 3.2440 0.216
H 2.8267 -1.8286 3.0153 0.213
H 1.4468 -1.5118 4.0711 0.215
```

Summary:
**Spin multiplicity**: 1
**Gap between HOMO and LUMO**: 3.35 eV
**E_HOMO**: -0.3691 Ha
**Energy relative to the best compared isomer or geometry (same formula, charge and spin)**: 0.0 kcal per mole
**Net charge**: +1


Entry 4:
Below is 4 unconnected molecules or ions with the total composition C5H14O3, with properties calculated with ωB97M-V/def2-TZVPD.

Structure (XYZ):
```
22
Properties=species:S:1:pos:R:3:nbo_charge:R:1
C -1.2513 1.1453 -1.9445 -0.372
C -0.9274 0.0648 -1.2406 -0.264
C 0.2349 -0.0763 -0.3665 -0.251
C 0.3457 -1.1482 0.4221 -0.138
C 1.4557 -1.3206 1.4141 -0.656
H -2.0981 1.2556 -2.6100 0.202
H -0.6280 2.0363 -1.9578 0.198
H -1.6265 -0.7707 -1.2663 0.199
H 1.0136 0.6768 -0.3741 0.224
H -0.3400 -1.9745 0.2540 0.189
H 1.5095 -2.3422 1.7941 0.218
H 2.3991 -0.9828 0.9949 0.231
H 1.2027 -0.7729 2.3307 0.218
O 1.8096 -1.4520 -2.5325 -0.939
H 0.8538 -1.5156 -2.5837 0.472
H 2.1484 -1.9579 -3.2801 0.469
O -2.0902 0.9406 1.7775 -0.962
H -1.8639 0.7967 0.8476 0.487
H -2.4163 0.0958 2.0906 0.477
O 0.2337 2.7837 1.9536 -0.953
H -0.6748 2.4591 1.9076 0.488
H 0.7098 2.0588 2.3694 0.462
```

Summary:
**Spin multiplicity**: 1
**Gap between HOMO and LUMO**: 9.50 eV
**Structure (SMILES)**: C=C/C=C/C.O.O.O
**E_HOMO**: -0.3245 Ha
**Energy relative to the best compared isomer or geometry (same formula, charge and spin)**: 17.9 kcal per mole


Entry 5:
Below is a molecular structure, C13H22NO4PReSSe2SiTe3, with properties calculated with ωB97M-V/def2-TZVPD.

Structure (XYZ):
```
49
Properties=species:S:1:pos:R:3:lowdin_charge:R:1
Re 2.2863 0.9894 0.1704 0.365
Se 3.7302 0.0500 1.8843 -0.125
Te 2.4027 -1.1287 3.8255 0.287
Te 3.4058 1.3715 4.0563 0.263
Se 2.7264 3.3419 0.8806 -0.031
C -2.5966 -3.2795 0.5292 -0.186
Si -1.9945 -2.6693 2.1978 0.507
C -3.4805 -2.5254 3.3389 -0.187
C -0.7671 -3.8532 2.9832 -0.182
C -1.2212 -0.9373 2.0741 -0.256
C -1.7353 0.0902 2.8460 -0.070
C -1.1538 1.3542 2.8348 -0.045
C -0.0528 1.5569 2.0463 -0.167
N 0.4836 0.5853 1.2794 -0.141
C -0.0929 -0.6345 1.2872 -0.649
S 0.5780 -1.9013 0.2882 0.926
H -3.1872 -4.1887 0.6644 0.033
H -1.7791 -3.5050 -0.1532 0.001
H -3.2379 -2.5356 0.0521 0.037
H -3.9482 -3.5077 3.4343 0.034
H -4.2382 -1.8417 2.9514 0.036
H -3.2048 -2.1982 4.3432 0.033
H -1.2240 -4.8377 3.1076 0.034
H -0.4751 -3.4956 3.9739 0.027
H 0.1352 -3.9744 2.3852 0.008
H -2.5976 -0.0878 3.4765 0.095
H -1.5423 2.1671 3.4309 0.111
H 0.4423 2.5167 1.9992 0.035
O 2.6951 -1.7260 -1.2717 -0.088
C 2.0989 -1.0352 -0.5078 -0.787
C -0.7084 3.9089 -3.2085 -0.070
C 0.4775 4.2786 -2.3506 -0.251
O 1.6911 3.6503 -2.8419 -0.261
P 2.0030 2.1364 -2.5761 0.158
O 1.0742 1.5107 -1.5409 -0.499
Te 4.1713 1.8238 -1.5672 0.699
O 1.8138 1.4755 -3.9974 -0.244
C 2.0091 0.0363 -4.1301 -0.256
C 0.7008 -0.6981 -3.9598 -0.067
H -1.5936 4.4408 -2.8576 0.082
H -0.9093 2.8381 -3.1529 0.073
H -0.5301 4.1774 -4.2493 0.084
H 0.3388 3.9797 -1.3111 0.088
H 0.6944 5.3438 -2.3834 0.124
H 2.7496 -0.2980 -3.3995 0.069
H 2.4241 -0.0929 -5.1276 0.121
H 0.2984 -0.5460 -2.9590 0.061
H 0.8701 -1.7663 -4.1010 0.087
H -0.0299 -0.3592 -4.6943 0.082
```

Summary:
**Spin multiplicity**: 4
**Gap between HOMO and LUMO (spin up / spin down)**: 6.36 / 5.64 eV
**E_HOMO (spin up / spin down)**: -0.2750 / -0.2681 Ha
**Energy relative to the best compared isomer or geometry (same formula, charge and spin)**: 30.5 kcal per mole


Entry 6:
Below is a single C4H8O molecule, with properties calculated with ωB97M-V/def2-TZVPD.

Structure (XYZ):
```
13
Properties=species:S:1:pos:R:3:nbo_charge:R:1
C -1.4643 0.5265 0.1028 -0.648
C -0.4487 -0.5168 -0.5610 -0.381
C 0.8654 -0.5653 0.2575 -0.593
C 1.8683 0.4543 -0.1203 0.431
O 1.5617 1.4281 -0.7777 -0.554
H -1.1774 1.5578 -0.1481 0.228
H -1.5979 0.5216 1.2122 0.205
H -2.4403 0.3029 -0.3152 0.218
H -0.8979 -1.5126 -0.5428 0.214
H -0.2468 -0.1241 -1.5563 0.230
H 0.1550 -0.0347 0.8856 0.308
H 1.2479 -1.4985 0.6964 0.228
H 2.9009 0.3563 0.2876 0.115
```

Summary:
**Spin multiplicity**: 1
**Gap between HOMO and LUMO**: 10.82 eV
**Structure (SMILES)**: CCCC=O
**E_HOMO**: -0.3595 Ha
**Energy relative to the best compared isomer or geometry (same formula, charge and spin)**: 40.0 kcal per mole


Entry 7:
Below is a molecular structure, C31H21I2N6O6PTa, with properties calculated with ωB97M-V/def2-TZVPD.

Structure (XYZ):
```
68
Properties=species:S:1:pos:R:3:nbo_charge:R:1
Ta -0.7423 -0.1968 -0.3423 2.290
I 3.7486 -2.1860 0.4377 0.206
C 1.9678 -3.2623 0.2864 -0.190
C 1.9358 -4.6654 0.3315 -0.238
C 0.7554 -5.3395 0.1683 -0.121
I 0.7887 -7.4365 0.2198 0.206
C -0.4597 -4.6384 -0.0421 -0.125
C -1.7273 -5.2141 -0.2669 -0.077
C -2.8227 -4.4136 -0.4641 -0.254
C -2.6704 -3.0216 -0.4591 0.115
N -1.5006 -2.4539 -0.2696 -0.476
C -0.4043 -3.2286 -0.0624 0.133
C 0.8202 -2.5373 0.0975 0.330
O 0.7702 -1.2050 0.0070 -0.747
H 2.8560 -5.2118 0.4812 0.251
H -1.8189 -6.2915 -0.2963 0.245
H -3.8002 -4.8411 -0.6309 0.245
H -3.5125 -2.3584 -0.6153 0.221
O 0.0420 -1.3029 2.7515 -0.535
C -0.5072 -0.2986 2.3917 0.793
O -1.4755 -0.2820 1.4607 -0.771
C -0.0914 1.1039 2.7577 -0.824
P 0.0000 1.9444 1.0926 1.015
C 1.5143 2.9193 1.3097 -0.355
C 1.4985 4.2792 1.5880 -0.137
C 2.6977 4.9729 1.6660 -0.212
C 3.9020 4.3154 1.4685 -0.187
C 3.9153 2.9483 1.2239 -0.199
C 2.7242 2.2482 1.1454 -0.200
C -1.4650 3.0225 1.0109 -0.299
C -2.6475 2.6445 1.6507 -0.216
C -3.7776 3.4405 1.5496 -0.207
C -3.7429 4.6093 0.8017 -0.184
C -2.5860 4.9611 0.1216 -0.200
C -1.4516 4.1685 0.2144 -0.221
H 0.8742 1.0933 3.2555 0.277
H -0.8254 1.5876 3.4027 0.274
H 0.5627 4.7970 1.7442 0.217
H 2.6886 6.0362 1.8656 0.227
H 4.8310 4.8676 1.5149 0.227
H 4.8566 2.4339 1.0806 0.225
H 2.7293 1.1817 0.9392 0.222
H -2.6995 1.7243 2.2152 0.226
H -4.6879 3.1441 2.0533 0.230
H -4.6177 5.2435 0.7476 0.231
H -2.5647 5.8528 -0.4910 0.229
H -0.5593 4.4252 -0.3402 0.248
C 2.4407 3.3318 -3.5089 -0.403
N 1.7152 2.0847 -3.2923 -0.398
C 1.6955 1.1018 -4.2283 0.141
C 1.0029 -0.0501 -4.0775 -0.394
C 0.2808 -0.2045 -2.8625 0.647
O -0.4515 -1.1729 -2.5200 -0.653
N 0.3418 0.7726 -1.9259 -0.737
C 0.9904 1.9631 -2.1202 0.820
O 0.9285 2.8801 -1.3210 -0.642
H 3.1609 3.1916 -4.3098 0.216
H 2.9556 3.6147 -2.5940 0.237
H 1.7488 4.1310 -3.7736 0.226
H 2.2666 1.2940 -5.1263 0.231
H 0.9799 -0.8139 -4.8372 0.259
O -2.3278 0.4385 -0.9459 -0.587
N -3.5263 0.6859 -1.4664 0.048
C -3.6109 1.6033 -2.3528 0.026
C -4.9001 1.9115 -2.8933 0.219
N -5.9018 2.1923 -3.3767 -0.174
C -2.4943 2.3157 -2.9153 0.238
N -1.5758 2.8186 -3.3831 -0.228
```

Summary:
**Spin multiplicity**: 1
**Gap between HOMO and LUMO**: 6.83 eV
**E_HOMO**: -0.4040 Ha
**Energy relative to the best compared isomer or geometry (same formula, charge and spin)**: 20.0 kcal per mole
**Net charge**: +1


Entry 8:
Below is a molecular structure, C5H9N, with properties calculated with ωB97M-V/def2-TZVPD.

Structure (XYZ):
```
15
Properties=species:S:1:pos:R:3:nbo_charge:R:1
C 0.7817 1.6232 -1.2417 -0.649
C -0.4328 -0.0114 0.3406 0.191
N -1.6755 0.0204 -0.2075 -0.784
C 0.6587 0.8791 0.0655 -0.356
C 0.1522 -1.0347 1.0871 -0.243
C 0.0528 -2.3620 1.1619 -0.466
H -2.0709 0.8927 -0.5171 0.393
H -2.2940 -0.7598 -0.0642 0.399
H 1.0215 1.4389 0.9239 0.232
H 1.2977 -0.2873 0.8372 0.260
H 0.6671 0.9502 -2.0940 0.215
H 0.0326 2.4180 -1.3441 0.205
H 1.7593 2.1026 -1.3149 0.222
H -0.5769 -2.9370 0.4863 0.179
H 0.6265 -2.9329 1.8811 0.202
```

Summary:
**Spin multiplicity**: 1
**Gap between HOMO and LUMO**: 8.47 eV
**E_HOMO**: -0.2789 Ha
**Energy relative to the best compared isomer or geometry (same formula, charge and spin)**: 93.7 kcal per mole